C4H20O8Sr | wB97M-V/def2-TZVPD

XYZ file:
```
33
Properties=species:S:1:pos:R:3
Sr 0.23 0.36 0.30
O -1.16 -1.75 0.15
H -1.44 -2.14 0.98
H -1.69 -2.19 -0.51
O 1.44 -1.31 -1.15
H 1.47 -2.24 -0.93
H 1.23 -1.29 -2.08
O 2.65 1.10 0.54
H 3.20 1.88 0.50
H 3.25 0.38 0.74
O -2.48 1.26 0.19
H -3.18 1.92 0.21
H -2.92 0.46 -0.06
C 0.11 1.84 -2.99
C -0.60 0.53 -3.68
O -1.41 0.02 -2.63
O 1.10 1.57 -1.91
H -0.57 2.64 -2.67
H 0.64 2.39 -3.77
H 0.03 -0.32 -3.94
H -1.17 0.70 -4.59
H -2.25 -0.21 -3.02
H 1.89 1.25 -2.35
C -0.10 -0.01 3.71
C 0.70 -1.28 3.40
O 1.14 -1.31 2.02
O -0.96 0.40 2.63
H 0.50 0.86 3.98
H -0.73 -0.22 4.57
H -0.01 -2.09 3.52
H 1.52 -1.51 4.08
H 1.42 -2.19 1.76
H -1.84 0.50 3.00
```

As for the HOMO energy (spin up / spin down): -19.942 / -19.941 eV. Its expectation value of S² is 0.76. As for the spin multiplicity: 2. Its charge is +3.

C4H21NO6 | wB97M-V/def2-TZVPD

XYZ file:
```
32
Properties=species:S:1:pos:R:3
C 1.71 1.82 0.16
C 1.00 0.69 0.97
C -0.54 0.96 1.11
O -1.15 -0.14 1.85
C -2.40 0.16 2.41
N 1.32 -0.60 0.51
H 1.33 1.76 -0.86
H 2.79 1.64 0.16
H 1.59 2.89 0.35
H 1.29 0.81 2.01
H -1.04 0.99 0.14
H -0.79 1.86 1.65
H -2.69 -0.75 2.94
H -3.22 0.33 1.71
H -2.33 0.91 3.19
H 0.72 -1.14 1.12
H 2.21 -0.82 0.93
O 2.41 -0.47 -1.70
H 2.96 -1.04 -1.16
H 1.55 -0.52 -1.28
O 0.04 -0.48 -1.23
H 0.43 -0.41 -0.35
H -0.81 -0.90 -1.08
O 0.93 1.22 -2.37
H 0.60 0.50 -1.83
H 1.89 1.16 -2.27
O -1.19 -1.90 -0.18
H -0.70 -2.59 0.29
H -1.63 -1.41 0.51
O -1.96 -1.78 -2.31
H -2.46 -1.93 -3.12
H -1.85 -0.83 -2.27
```

As for the HOMO energy: -8.531 eV.

C4H21NO9 | wB97M-V/def2-TZVPD

XYZ file:
```
35
Properties=species:S:1:pos:R:3
N -1.20 0.29 2.82
C -1.31 -0.90 1.94
C 0.06 -1.58 2.04
O 0.01 -2.97 1.69
C -1.66 -0.43 0.51
C -0.95 0.70 -0.18
O -1.42 1.58 -0.86
O 0.39 0.60 -0.02
H -1.80 0.17 3.64
H -1.70 1.07 2.38
H -2.12 -1.58 2.23
H 0.82 -1.04 1.50
H 0.29 -1.59 3.10
H -0.16 -3.06 0.74
H -1.52 -1.32 -0.10
H -2.73 -0.20 0.54
H 0.81 1.40 -0.44
O 1.84 1.38 2.86
H 1.57 0.98 3.68
H 1.12 1.29 2.22
O 3.83 0.99 -1.82
H 4.70 1.37 -1.70
H 3.79 0.11 -1.42
O 1.79 -1.22 -2.84
H 1.86 -0.40 -3.34
H 1.47 -0.92 -1.98
O -3.36 -2.79 -0.52
H -3.52 -2.45 0.36
H -3.58 -3.73 -0.46
O -0.87 1.18 -3.24
H -0.95 1.99 -3.75
H -0.90 1.45 -2.31
O 1.73 2.64 -1.15
H 2.40 2.10 -1.63
H 1.20 2.95 -1.90
```

As for the HOMO energy: -10.167 eV. As for the structure (SMILES): N[C@H](CO)CC(=O)O.O.O.O.O.O.O.

C4H21O7 | wB97M-V/def2-TZVPD

XYZ file:
```
32
Properties=species:S:1:pos:R:3
O -14.86 2.75 25.10
H -14.62 2.28 25.97
H -15.24 3.62 25.36
H -15.53 2.17 24.60
C -16.65 2.69 22.17
C -17.07 1.35 22.71
C -16.95 0.19 21.70
O -16.66 1.08 24.03
H -15.56 2.77 22.01
H -16.98 3.51 22.82
H -17.05 2.91 21.17
H -18.17 1.51 22.71
H -17.48 -0.60 22.23
H -15.90 -0.03 21.47
H -17.50 0.34 20.78
C -14.53 2.38 28.43
O -14.65 1.41 27.44
H -15.29 2.38 29.23
H -13.52 2.50 28.86
H -14.73 3.36 27.95
O -14.86 -1.28 24.43
H -15.57 -0.63 24.57
H -14.46 -1.43 25.31
O -13.18 -0.83 26.62
H -12.24 -0.69 26.75
H -13.59 0.06 26.71
O -18.87 2.65 25.21
H -18.75 3.59 25.10
H -18.45 2.25 24.44
O -16.41 4.88 25.61
H -16.56 5.58 26.24
H -17.01 5.06 24.88
```

As for the HOMO energy: -4.392 eV. Its charge is -1.

C4H21O9S2 | wB97M-V/def2-TZVPD

XYZ file:
```
36
Properties=species:S:1:pos:R:3
C 1.83 -1.90 1.57
C 1.57 -1.34 0.07
O 0.49 -1.30 -0.45
O 2.60 -1.22 -0.60
C 1.32 -0.95 2.68
S 1.92 0.78 2.30
S 0.63 1.94 1.15
C 0.58 1.68 -0.67
H 1.41 -2.91 1.49
H 2.88 -1.92 1.71
H 1.94 -1.23 3.62
H 0.21 -0.96 2.99
H 1.31 0.88 -0.89
H -0.42 1.27 -0.88
H 0.81 2.51 -1.42
H -3.00 -1.02 2.90
H -3.09 -0.61 1.49
O -3.52 -0.49 2.35
H 0.82 -1.34 -3.13
H 2.03 -1.57 -2.61
O 1.67 -0.95 -3.25
H -0.88 -1.23 0.94
H -1.35 -2.69 1.31
O -1.68 -1.82 1.12
H 1.63 0.84 -3.14
H 2.51 2.15 -3.11
O 1.60 1.81 -3.19
H -1.79 -0.40 3.39
H -1.25 0.55 4.68
O -1.55 -0.25 4.35
H -2.77 2.43 -2.77
H -2.02 3.42 -1.99
O -2.78 3.33 -2.58
H -1.16 0.44 -2.51
H -0.87 1.15 -3.64
O -1.63 0.91 -3.26
```

As for the HOMO energy: -5.533 eV. Its charge is -1.

C4H22N2O8 | wB97M-V/def2-TZVPD

XYZ file:
```
36
Properties=species:S:1:pos:R:3
C -0.97 1.52 1.99
C 0.39 1.31 1.29
N 1.10 2.56 1.18
C 0.14 0.75 -0.10
O -0.90 0.97 -0.72
N 1.18 0.25 -0.83
C 2.46 -0.22 -0.38
O 2.47 -1.63 -0.61
H -1.21 2.56 2.13
H -1.74 1.05 1.38
H -1.06 1.23 3.04
H 0.98 0.53 1.80
H 2.00 2.67 1.60
H 0.54 3.39 1.10
H 0.97 -0.03 -1.77
H 3.25 0.17 -1.02
H 2.61 0.02 0.66
H 2.53 -2.20 0.14
O -1.18 1.01 -3.57
H -0.26 1.24 -3.65
H -1.36 0.12 -3.28
O -1.26 -1.65 -2.89
H -1.75 -2.03 -3.63
H -1.07 -2.27 -2.19
O 0.31 -3.31 -0.13
H 0.44 -2.39 -0.38
H -0.63 -3.52 -0.07
O 1.21 -2.78 2.33
H 0.70 -3.05 3.09
H 0.74 -3.27 1.62
O -1.41 4.04 0.40
H -2.19 3.82 0.92
H -1.33 3.32 -0.24
O -1.98 -1.65 0.11
H -2.11 -1.65 1.05
H -1.62 -0.89 -0.37
```

As for the HOMO energy: -8.993 eV. As for the structure (SMILES): C[C@H](N)C(=O)NCO.O.O.O.O.O.O.

C4H22NO11 | wB97M-V/def2-TZVPD

XYZ file:
```
38
Properties=species:S:1:pos:R:3
O -1.12 0.94 -4.42
C -0.33 0.58 -3.61
C 0.01 1.66 -2.57
C 1.51 1.89 -2.71
N -0.56 1.12 -1.31
C 0.09 0.21 -0.43
O 0.89 -0.61 -0.99
O -0.32 0.28 0.74
H -0.03 -0.41 -3.48
H -0.60 2.68 -2.70
H 1.69 2.09 -3.78
H 1.88 2.70 -1.99
H 2.34 1.02 -2.58
H -1.28 1.77 -0.99
H -3.71 0.15 3.24
H -2.82 1.22 2.44
O -3.43 0.97 3.10
H -0.86 -4.38 0.77
H -0.38 -3.07 1.38
O -0.71 -3.98 1.60
H 1.45 0.70 3.80
H 0.28 1.01 4.75
O 1.21 0.96 4.67
H 3.11 -2.61 -1.82
H 2.73 -1.28 -1.96
O 3.49 -1.85 -2.09
H -1.34 3.11 1.58
H -1.33 1.55 1.21
O -1.82 2.31 1.37
H -1.34 -2.50 -0.94
H 0.30 -2.49 -0.91
O -0.52 -2.99 -0.90
H 1.75 0.19 1.37
H 3.26 0.12 1.10
O 2.71 0.19 1.71
H -2.15 -1.86 1.85
H -1.89 -0.42 1.40
O -2.19 -0.98 2.08
```

As for the HOMO energy: -6.306 eV. Its charge is -1.

C4H22NO5 | wB97M-V/def2-TZVPD

XYZ file:
```
32
Properties=species:S:1:pos:R:3
C 1.39 1.57 -1.80
C 0.38 1.69 -0.69
N 0.52 0.48 0.28
C 1.32 0.94 1.50
C 1.80 -0.21 2.35
H 1.10 1.49 -2.84
H 2.14 0.78 -1.65
H 2.09 2.40 -1.71
H 0.47 2.55 -0.03
H -0.63 1.63 -1.08
H 1.15 -0.16 -0.22
H -0.43 0.15 0.53
H 0.62 1.58 2.05
H 2.19 1.49 1.13
H 2.86 -0.16 2.58
H 1.35 -0.23 3.37
H 1.62 -1.25 2.07
H -2.00 -0.71 -0.26
H -2.62 -0.14 0.94
O -1.97 -0.89 0.75
H -1.00 -4.22 0.16
H -1.26 -2.75 0.64
O -0.66 -3.31 0.13
H -2.14 -0.28 -2.69
H -0.80 -0.92 -2.18
O -1.64 -0.57 -1.89
H -3.23 2.27 0.46
H -3.21 1.51 1.72
O -2.67 1.66 0.94
H 1.48 -1.95 -2.26
H 0.69 -2.61 -0.97
O 1.11 -1.83 -1.35
```

As for the HOMO energy (spin up / spin down): -18.834 / -18.746 eV. Its expectation value of S² is 0.76. As for the spin multiplicity: 2. Its charge is +2.

C4H23N2O8 | wB97M-V/def2-TZVPD

XYZ file:
```
37
Properties=species:S:1:pos:R:3
C -2.93 2.62 -1.00
C -1.78 2.10 -0.28
C -0.40 2.16 -0.58
N 0.29 1.53 0.46
C -0.63 1.05 1.36
N -1.89 1.43 0.95
H -3.06 3.73 -0.85
H -4.01 2.15 -0.66
H -2.88 2.40 -2.13
H 0.14 2.58 -1.42
H 1.28 1.37 0.47
H -0.35 0.54 2.29
H -2.72 1.07 1.46
H 3.13 2.58 -1.32
H 2.84 1.06 -1.28
O 2.47 1.90 -1.08
H -3.74 -0.85 2.78
H -2.56 -1.02 1.89
O -3.01 -0.40 2.40
H 1.17 -2.48 -0.51
H 1.32 -3.17 -1.97
O 1.29 -2.28 -1.48
H -1.50 -1.58 -0.10
H -0.75 -2.33 1.06
O -1.62 -2.02 0.77
H -1.46 -1.03 -2.28
H -0.16 -1.30 -1.65
O -0.96 -0.80 -1.50
H 4.22 -1.00 -1.40
H 2.65 -1.27 -1.41
O 3.37 -0.61 -1.15
H 3.13 -0.13 2.01
H 2.86 -0.36 0.49
O 2.44 -0.26 1.35
H 1.51 -1.66 1.38
H 1.29 -3.20 1.76
O 1.00 -2.51 1.17
```

As for the HOMO energy: -12.050 eV. Its charge is +1.

C4H23N3O7 | wB97M-V/def2-TZVPD

XYZ file:
```
37
Properties=species:S:1:pos:R:3
C -0.01 0.96 -1.46
C -0.72 1.65 -0.28
N 0.15 2.51 0.46
C -1.36 0.59 0.62
N -0.82 -0.76 0.50
C 0.25 -1.17 1.24
N 0.67 -2.45 1.00
O 0.82 -0.40 2.00
H 0.07 1.67 -2.33
H 0.96 0.54 -1.24
H -0.69 0.21 -1.86
H -1.46 2.36 -0.70
H 0.97 2.15 0.93
H 0.45 3.38 0.04
H -2.44 0.50 0.57
H -1.19 0.90 1.69
H -1.11 -1.34 -0.28
H 1.29 -2.79 1.72
H 0.88 -2.77 0.05
O -2.40 2.31 -2.98
H -1.60 2.39 -2.40
H -3.07 2.31 -2.29
O 2.48 -0.04 4.00
H 2.13 0.74 3.56
H 1.88 -0.73 3.70
O 2.46 -2.07 -0.96
H 3.32 -1.91 -0.54
H 2.66 -2.35 -1.86
O 4.04 1.74 1.32
H 4.09 1.70 0.36
H 3.75 0.95 1.80
O -3.02 -3.33 0.81
H -2.48 -2.54 0.88
H -2.50 -4.12 0.93
O -2.57 -0.50 -3.17
H -3.44 -0.75 -2.86
H -2.45 0.45 -2.97
```

As for the HOMO energy: -9.173 eV. As for the structure (SMILES): C[C@H](N)CNC(N)=O.O.O.O.O.O.O.

C4H23NO7 | wB97M-V/def2-TZVPD

XYZ file:
```
35
Properties=species:S:1:pos:R:3
C -1.42 0.46 -2.01
C -0.47 -0.01 -0.95
C -0.77 -0.94 -0.04
C 0.28 -1.40 0.93
N -1.90 -1.75 0.02
H -0.97 0.44 -3.01
H -2.30 -0.16 -2.04
H -1.75 1.49 -1.83
H 0.51 0.44 -0.85
H 0.62 -2.43 0.83
H -0.13 -1.40 1.95
H 1.14 -0.73 0.91
H -2.67 -1.52 -0.58
H -1.72 -2.72 0.18
O 2.52 -0.42 -2.28
H 2.16 -1.32 -2.17
H 1.68 0.06 -2.24
O 3.21 1.17 -0.05
H 2.82 0.59 -0.72
H 3.94 0.81 0.45
O 1.90 -3.15 -1.87
H 1.51 -3.63 -2.60
H 1.91 -3.72 -1.09
O 1.28 2.67 1.40
H 1.81 2.11 0.81
H 1.87 3.36 1.71
O -1.47 2.25 0.46
H -1.05 1.56 -0.07
H -0.84 2.33 1.18
O -3.14 0.01 1.01
H -2.34 -0.51 0.95
H -2.84 0.94 0.95
O -0.89 0.32 2.79
H -0.21 0.69 3.38
H -1.58 0.28 3.47
```

As for the HOMO energy: -8.400 eV. As for the structure (SMILES): C/C=C(/C)N.O.O.O.O.O.O.O.

C4H23NO9S | wB97M-V/def2-TZVPD

XYZ file:
```
38
Properties=species:S:1:pos:R:3
O -0.59 0.64 -1.70
C -0.47 0.08 -0.61
O -0.09 -1.16 -0.51
C -0.90 0.63 0.73
C -0.21 1.87 1.28
C -0.04 1.90 2.81
S 1.22 0.66 3.25
N -2.37 0.85 0.56
H 0.13 -1.70 -1.36
H -0.83 -0.30 1.31
H 0.83 1.94 0.80
H -0.63 2.77 0.75
H 0.36 2.86 3.09
H -0.88 1.64 3.45
H 0.63 -0.48 3.50
H -2.77 0.90 1.49
H -2.47 1.74 0.08
H 3.27 1.69 -2.19
H 2.56 2.00 -0.92
O 2.51 1.38 -1.67
H -2.67 -0.41 -1.91
H -3.49 -1.79 -2.19
O -2.90 -1.10 -2.56
H -0.34 2.63 -2.55
H 0.88 3.34 -2.94
O -0.09 3.45 -2.99
H 1.87 -3.61 1.77
H 1.09 -2.56 0.87
O 1.94 -2.86 1.19
H -0.34 -1.85 -3.37
H -1.52 -2.24 -2.46
O -0.60 -2.49 -2.70
H -3.00 -2.41 1.45
H -2.60 -2.30 2.86
O -2.16 -2.30 1.95
H 3.06 -1.60 -0.49
H 2.54 -0.57 -1.39
O 3.40 -0.97 -1.13
```

As for the HOMO energy (spin up / spin down): 0.177 / -6.579 eV. Its expectation value of S² is 0.75. As for the spin multiplicity: 2. Its charge is -1.

no.,largest force on an atom (eV/Å),E_tot (Ha)
1,4.1,-795.9937
2,6.6,-670.9273
3,2.3,-896.9242
4,2.1,-691.6423
5,6.5,-1638.5606
6,2.3,-877.0175
7,13.7,-1048.0240
8,2.6,-595.7960
9,4.0,-877.4854
10,2.3,-857.1488
11,2.8,-747.5896
12,2.5,-1296.2822